The following is a DFT calculation (ωB97M-V/def2-TZVPD) of a 2-piece molecular cluster, C6H12NO overall at a distorted geometry.

Atoms and positions in Å:
1 C -1.43116 -1.13170 -1.52206
2 C -0.17335 -1.66658 -1.60908
3 C -2.77744 0.52927 -0.36669
4 N -1.64845 0.03371 -0.68150
5 H -2.36982 -1.54515 -1.88856
6 H 0.70852 -1.40918 -1.04519
7 H -0.14389 -2.51866 -2.31859
8 H -2.87316 1.32733 0.38741
9 H -3.65668 0.20291 -0.91282
10 H -0.80153 0.48922 -0.26875
11 C 2.52270 -0.03245 0.17613
12 C 1.45215 0.35295 0.89060
13 O 0.53552 1.26802 0.25206
14 C 1.39623 0.34838 2.38995
15 H 3.36229 -0.53157 0.69434
16 H 2.71024 0.21898 -0.85744
17 H 0.34955 1.97547 0.89454
18 H 2.12447 -0.34513 2.85394
19 H 1.51055 1.36932 2.80822
20 H 0.39970 -0.01298 2.65392

Computed properties:
* largest force on an atom: 3.3 eV/A
* energy above the lowest of the compared OMol25 structures with the same formula, charge and spin: 41.2 kcal per mole
* charge: +1
* LUMO level: -4.82 eV
* gap between HOMO and LUMO: 8.2836 eV
* electronic energy: -9945.318 eV

---

The following is a DFT calculation (ωB97M-V/def2-TZVPD) of C24H32BrF6N4O4PSiW as an isolated structure at a distorted geometry.

Atoms and positions in Å:
1 W 0.80432 -0.24476 0.58823
2 C 3.66921 1.89930 -1.20097
3 Si 2.49322 2.59475 0.04451
4 C 3.07211 2.51813 1.80012
5 C 2.39901 4.43472 -0.17495
6 N 0.80171 1.49956 -0.20750
7 C -0.30731 2.24774 -0.63590
8 C -0.12025 3.44759 -1.37831
9 C -1.15578 4.28053 -1.70067
10 C -2.46151 3.92181 -1.34966
11 C -2.71303 2.71165 -0.73970
12 C -1.65385 1.87396 -0.41982
13 O -1.83000 0.60110 -0.01087
14 C -3.06037 0.10372 0.45929
15 C -3.64117 0.67984 1.57741
16 C -4.81839 0.12289 2.06668
17 C -5.38213 -0.98484 1.44378
18 C -4.76784 -1.55267 0.33449
19 C -3.59083 -1.00675 -0.17107
20 H 4.42466 2.67645 -1.35160
21 H 3.22322 1.73295 -2.18685
22 H 4.20747 1.00873 -0.87831
23 H 4.12073 2.83005 1.72540
24 H 3.04695 1.60240 2.37533
25 H 2.54042 3.28013 2.37289
26 H 3.30165 4.77442 0.34275
27 H 1.54442 4.91192 0.30423
28 H 2.46237 4.78961 -1.20310
29 H 0.86862 3.70100 -1.71140
30 H -0.96909 5.19713 -2.24199
31 H -3.29014 4.56584 -1.61330
32 H -3.72994 2.39085 -0.56029
33 H -3.18553 1.53658 2.05841
34 H -5.29378 0.56068 2.93429
35 H -6.30910 -1.39863 1.81698
36 H -5.21146 -2.41117 -0.15205
37 H -3.11304 -1.43387 -1.04463
38 N 2.12637 -1.05125 -1.26973
39 C 2.01029 -2.02941 -2.40130
40 C 1.13023 -1.54933 -3.53088
41 C -0.30361 -1.34907 -3.09792
42 N -0.36935 -0.34570 -2.00593
43 H 2.41304 -0.16332 -1.68038
44 H 2.94871 -1.36656 -0.76998
45 H 1.65412 -2.98181 -2.00916
46 H 3.01856 -2.21847 -2.77277
47 H 1.17142 -2.28328 -4.33645
48 H 1.52692 -0.61710 -3.94836
49 H -0.74305 -2.28729 -2.74858
50 H -0.90942 -1.01613 -3.94331
51 H -1.35100 -0.17558 -1.82569
52 H -0.01770 0.52950 -2.38810
53 F 2.79709 -0.13793 0.84496
54 P 3.43839 -1.75394 1.96713
55 F 2.55337 -1.11691 3.08084
56 F 4.05085 -2.18251 0.59404
57 F 4.68100 -0.95703 2.37135
58 F 3.58061 -3.11981 2.64624
59 F 1.87736 -2.16651 1.20100
60 O -0.20166 -1.37940 4.18396
61 C -0.40441 -1.54268 3.10132
62 O 0.99963 0.69628 2.24263
63 O -0.37118 0.39038 2.04564
64 Br -2.99040 -3.40094 3.71698
65 C -1.87120 -3.35595 2.27579
66 C -1.54413 -4.47339 1.53457
67 C -0.77320 -4.31951 0.39560
68 C -0.34847 -3.03104 -0.00387
69 N -0.58762 -1.91114 0.64310
70 C -1.30199 -2.02118 1.90925
71 H -1.91360 -5.44728 1.83150
72 H -0.49359 -5.16665 -0.21474
73 H 0.21676 -2.92689 -0.91483
74 H -2.07471 -1.23448 1.96422

Computed properties:
* largest force on an atom: 5.0 eV/A
* energy above the lowest of the compared OMol25 structures with the same formula, charge and spin: 112.1 kcal per mole
* spin multiplicity: 2
* charge: +3
* LUMO level (spin up / spin down): -10.91 / -11.77 eV
* gap between HOMO and LUMO (spin up / spin down): 6.0523 / 5.1905 eV
* electronic energy: -144871.454 eV

---

The following is a DFT calculation (ωB97M-V/def2-TZVPD) of a single C26H27N3O3 molecule at a distorted geometry.

Atoms and positions in Å:
1 C -0.47556 -4.28154 1.77744
2 C 0.44780 -3.81931 0.64685
3 N 0.21307 -2.45849 0.23661
4 C -0.76696 -2.17737 -0.66659
5 C -1.05189 -0.93044 -1.09137
6 C -2.15934 -0.63044 -2.06426
7 C -3.38194 -0.19031 -1.29934
8 C -3.64982 1.15048 -1.07919
9 C -4.74328 1.55630 -0.33133
10 C -5.59770 0.60778 0.21547
11 O -6.70471 0.88569 0.96466
12 C -7.01985 2.23167 1.21916
13 C -5.33375 -0.74546 -0.00017
14 C -4.24033 -1.13294 -0.74301
15 C -0.25626 0.14787 -0.53667
16 C 0.60122 -0.06219 0.46863
17 C 0.69807 -1.41625 1.11730
18 C 1.50280 1.00813 1.01681
19 C 2.95100 0.73819 0.65447
20 C 3.29434 0.37138 -0.63723
21 C 4.61249 0.14480 -0.99361
22 C 5.61969 0.29018 -0.04680
23 O 6.94845 0.09072 -0.27962
24 C 7.35662 -0.26793 -1.57607
25 C 5.27955 0.66513 1.25333
26 C 3.96297 0.88549 1.59531
27 C 1.07608 2.34672 0.44670
28 C 1.65541 3.50323 0.97234
29 N 2.13711 4.45749 1.39990
30 C 0.20076 2.43672 -0.58382
31 N -0.22854 3.62052 -1.12334
32 O -0.40964 1.37525 -1.15255
33 H -0.29187 -5.32864 2.00200
34 H -1.51590 -4.16225 1.48383
35 H -0.30217 -3.70031 2.67905
36 H 1.49113 -3.90176 0.96869
37 H 0.30942 -4.46735 -0.22292
38 H -1.26688 -3.03502 -1.09327
39 H -2.38614 -1.52849 -2.64158
40 H -1.84409 0.15938 -2.74724
41 H -2.99397 1.90122 -1.49461
42 H -4.91405 2.61148 -0.18484
43 H -7.21914 2.78112 0.29296
44 H -7.92344 2.21363 1.82675
45 H -6.22145 2.73474 1.77478
46 H -6.00542 -1.47265 0.42857
47 H -4.04826 -2.18489 -0.89836
48 H 0.13901 -1.40842 2.07601
49 H 1.74948 -1.62824 1.35667
50 H 1.42402 1.03381 2.11392
51 H 2.51984 0.25204 -1.38197
52 H 4.83801 -0.14166 -2.00898
53 H 8.44055 -0.36117 -1.52884
54 H 7.09235 0.50149 -2.30900
55 H 6.92532 -1.22640 -1.88421
56 H 6.07048 0.77895 1.97751
57 H 3.71663 1.18179 2.60465
58 H 0.33520 4.43315 -0.93705
59 H -0.65650 3.56339 -2.03257

Computed properties:
* largest force on an atom: 1.2 eV/A
* energy above the lowest of the compared OMol25 structures with the same formula, charge and spin: 68.3 kcal per mole
* SMILES: CCN1C=C(Cc2ccc(OC)cc2)C2=C(C1)[C@@H](c1ccc(OC)cc1)C(C#N)=C(N)O2
* LUMO level: 0.62 eV
* gap between HOMO and LUMO: 7.7751 eV
* electronic energy: -38011.707 eV